Entry 1
The following is a DFT calculation (ωB97M-V/def2-TZVPD) of a cluster of 2 separate species, C4H12 in total.

Each line ends with the natural charge from an NBO analysis.
Element x y z (Å)
H 2.44105 -1.38233 2.12523  0.207
H -0.20208 -0.04172 1.59749  0.202
H -2.09858 2.13141 -1.63841  0.207
H -1.88968 -0.43896 -1.91551  0.201
C -1.16574 1.57687 -1.72579  -0.612
C 1.87642 -0.75200 1.45005  -0.613
H -0.05551 -1.63360 1.04692  0.203
C -1.10434 0.09631 -1.37643  -0.608
H 0.09760 -1.33815 2.73305  0.207
C 0.38987 -0.93202 1.76231  -0.615
H 2.20939 0.28104 1.57714  0.204
H -0.38145 2.15503 -1.21048  0.200
H -0.16700 -0.30270 -1.76444  0.205
H 2.11359 -1.01049 0.42351  0.206
H -1.25539 -0.11550 -0.32676  0.205
H -0.80815 1.70681 -2.75790  0.201

Calculated values
orbital gap: 0.4664 hartree
SMILES string: CC.CC

Entry 2
The following is a DFT calculation (ωB97M-V/def2-TZVPD) of a cluster of 2 separate species, C4H12 in total.

Each line ends with the natural charge from an NBO analysis.
Element x y z (Å)
H 1.92466 -1.34814 -1.69215  0.213
H 0.22093 1.52705 2.86866  0.206
H 0.25597 -0.73804 -2.96364  0.202
H -0.80237 -0.21914 1.09044  0.204
H -0.37549 0.13928 -1.59531  0.216
H -1.06177 -1.56471 -1.88827  0.203
H -0.88118 1.25660 0.07610  0.201
H 0.70166 0.78331 0.65164  0.205
C -0.30360 0.76785 0.88805  -0.610
H -0.63209 2.72309 1.78008  0.186
H 0.90218 -2.55139 -0.71161  0.220
C 1.05503 -1.52770 -1.15047  -0.652
C -0.57462 1.56540 2.13451  -0.596
H 1.20171 -1.19413 -0.14328  0.213
H -1.58458 1.27950 2.50490  0.205
C -0.04643 -0.89883 -1.84966  -0.615

Calculated values
orbital gap: 0.4333 hartree
SMILES string: CC.CC

Entry 3
The following is a DFT calculation (ωB97M-V/def2-TZVPD) of a cluster of 2 separate species, C4H12 in total.

Each line ends with the natural charge from an NBO analysis.
Element x y z (Å)
C -2.05626 0.51664 0.10888  -0.643
H 1.55414 -1.13358 -0.26626  0.200
H -2.06663 -1.60039 -0.60612  0.214
H -2.42496 1.49553 -0.11669  0.217
H 1.69078 1.26147 1.11326  0.213
H 3.37977 1.28536 0.18789  0.216
H 2.37675 -1.09861 1.16648  0.200
C 2.36469 0.91585 0.32243  -0.626
H -1.78244 0.47467 1.15030  0.212
H -0.98681 0.81537 -0.17124  0.209
H 3.35001 -1.00264 -0.32484  0.206
C 2.44980 -0.68762 0.18522  -0.609
H -3.70065 -1.15268 -0.10900  0.212
H 1.74177 1.13863 -0.58171  0.202
H -3.18953 -0.49823 -1.53412  0.212
C -2.70041 -0.72976 -0.52451  -0.632

Calculated values
orbital gap: 0.4435 hartree
SMILES string: CC.CC

Entry 4
The following is a DFT calculation (ωB97M-V/def2-TZVPD) of a cluster of 2 separate species, C4H12 in total.

Each line ends with the natural charge from an NBO analysis.
Element x y z (Å)
H 1.33960 -0.19064 -1.67442  0.210
H -0.47210 0.55674 1.50843  0.206
C -0.91998 1.50993 1.22404  -0.617
C 1.72506 -2.03281 -0.62480  -0.617
H 2.71237 -2.01048 -0.15023  0.201
H -2.93153 1.67832 0.33720  0.206
H -1.60478 1.65662 -0.82080  0.206
H -1.38183 1.92050 2.12085  0.207
C -1.95161 1.24332 0.13069  -0.619
H 1.18183 -2.82354 -0.10421  0.205
H -0.10833 2.16187 0.91136  0.207
H 1.45029 0.04147 0.08363  0.207
C 1.13159 -0.62668 -0.70792  -0.617
H 1.93254 -2.50418 -1.59101  0.205
H -2.17010 0.20300 -0.10746  0.205
H 0.06697 -0.78343 -0.53535  0.206

Calculated values
orbital gap: 0.4680 hartree
SMILES string: CC.CC

It is entry 1 that is the most stable of them.